Model A:
Here is a cluster of 2 separate species, C21H23N3O2 in total from OMol25. Energies are from ωB97M-V with the def2-TZVPD basis set.

Geometry as XYZ:
```
49
C21H23N3O2, DFT ωB97M-V with the def2-TZVPD basis set
N -2.8954 -0.9759 -0.6472
C -3.4648 -0.7564 0.5899
O -2.8829 -0.5922 1.6654
C -4.9536 -0.7439 0.3768
C -5.1897 -0.8932 -0.9334
C -3.8677 -0.9815 -1.6282
O -3.6720 -1.0215 -2.8471
H -5.6258 -0.6133 1.2125
H -6.1086 -0.9335 -1.4987
C 0.0730 5.2492 -3.0385
N 1.0719 4.1998 -3.0359
C 2.4319 4.6314 -3.2911
C 0.7879 2.9465 -2.5779
C -0.5225 2.4111 -2.7618
C -0.8446 1.1943 -2.2209
C 0.0726 0.5059 -1.3789
C -0.2981 -0.7500 -0.8623
C 0.1468 -1.3251 0.3403
C -0.0487 -2.7243 0.4893
C 0.5053 -3.4113 1.5378
C 1.1253 -2.6969 2.5981
N 1.5928 -3.4095 3.7046
C 2.9302 -3.9705 3.7313
C 1.0297 -3.1861 5.0221
C 1.2148 -1.2839 2.5248
C 0.7842 -0.6103 1.3976
C 1.3700 1.0594 -1.1781
C 1.7644 2.1793 -1.8808
H -0.9336 4.8281 -3.0676
H 0.1609 5.8915 -2.1461
H 0.2374 5.8779 -3.9175
H 2.9976 3.8334 -3.7960
H 2.3778 5.5068 -3.9503
H 2.9645 4.9251 -2.3699
H -1.2645 2.9535 -3.3503
H -1.8231 0.7420 -2.3860
H -0.9832 -1.3521 -1.4617
H -0.6351 -3.2205 -0.2818
H 0.4409 -4.4997 1.5956
H 3.2098 -4.3548 2.7444
H 3.6745 -3.2266 4.0615
H 2.9357 -4.7868 4.4613
H -0.0626 -3.0911 4.9467
H 1.2853 -4.0562 5.6388
H 1.4540 -2.2854 5.4958
H 1.6640 -0.7447 3.3652
H 0.9015 0.4723 1.3378
H 2.0682 0.5690 -0.5004
H 2.8037 2.5209 -1.8292
```

Properties
Orbital gap = 6.27 eV
Net charge = 0
Multiplicity = 1

The net atomic charges from natural (NBO), expressed in e, are: -0.743 0.621 -0.627 -0.263 -0.273 0.616 -0.636 0.216 0.217 -0.399 -0.427 -0.411 0.345 -0.295 -0.089 -0.225 0.178 -0.183 -0.077 -0.245 0.241 -0.496 -0.389 -0.395 -0.208 -0.119 -0.105 -0.329 0.218 0.193 0.201 0.213 0.212 0.191 0.222 0.267 0.279 0.231 0.231 0.207 0.169 0.198 0.215 0.201 0.168 0.216 0.223 0.224 0.224

Model B:
Here is the molecule C21H23N3O2 from OMol25. Energies are from ωB97M-V with the def2-TZVPD basis set.

Geometry as XYZ:
```
49
C21H23N3O2, DFT ωB97M-V with the def2-TZVPD basis set
C 0.2714 -1.8175 -4.7945
C 0.1633 -1.9835 -3.3004
C 1.4252 -2.5786 -2.6757
O 2.2651 -3.1217 -3.4223
N 1.6154 -2.4472 -1.2952
C 2.8460 -2.8950 -0.6389
C 0.6168 -1.7790 -0.5416
C 0.5130 -1.9966 0.8622
C -0.4969 -1.3822 1.5373
C -1.4250 -0.5167 0.8706
C -2.5635 0.0124 1.5951
O -3.6985 -0.3309 1.1979
N -2.4762 0.9690 2.6078
C -3.6494 1.6181 3.1136
C -1.2272 1.5368 2.9163
C -0.5591 2.4016 2.0509
C 0.5615 3.1171 2.5125
C 1.1379 2.8404 3.8006
C 0.4506 1.9480 4.6340
C -0.7009 1.2983 4.1816
C -1.3346 -0.2693 -0.4847
C -0.3010 -0.9365 -1.1882
N -0.1996 -0.7206 -2.5655
C 0.3545 0.5815 -3.0774
C 1.7903 0.9303 -2.7831
C 0.6795 1.7522 -2.1256
H 1.0760 -1.1061 -5.0391
H -0.6428 -1.3928 -5.1947
H 0.4588 -2.7834 -5.2586
H -0.6131 -2.7299 -3.1970
H 2.7475 -3.9475 -0.3028
H 3.1049 -2.3039 0.2191
H 3.6963 -2.8372 -1.3223
H 1.2047 -2.6248 1.4119
H -0.5964 -1.5168 2.6297
H -4.4902 0.9400 3.2784
H -3.4137 2.1101 4.0728
H -3.9775 2.4392 2.3942
H -0.9700 2.6152 1.0853
H 0.9666 3.8760 1.8881
H 2.0178 3.3607 4.1186
H 0.8059 1.6975 5.6272
H -1.1634 0.5855 4.8347
H -2.0193 0.4075 -1.0153
H -0.1163 0.9269 -4.0100
H 2.3633 0.2548 -2.1019
H 2.4274 1.4014 -3.5555
H 0.5803 1.6257 -1.0619
H 0.4948 2.7714 -2.4880
```

Properties
Orbital gap = 8.59 eV
Net charge = 0
SMILES string = C[C@H]1C(=O)N(C)c2ccc(C(=O)N(C)c3ccccc3)cc2N1C1CC1
Multiplicity = 1

The net atomic charges from natural (NBO), expressed in e, are: -0.604 -0.122 0.675 -0.617 -0.439 -0.415 0.117 -0.244 -0.177 -0.152 0.665 -0.612 -0.486 -0.402 0.234 -0.249 -0.194 -0.213 -0.202 -0.248 -0.178 0.199 -0.469 -0.052 -0.447 -0.433 0.217 0.215 0.240 0.220 0.203 0.209 0.238 0.224 0.220 0.235 0.208 0.194 0.220 0.213 0.218 0.216 0.218 0.242 0.221 0.224 0.221 0.225 0.222

In eV, relative to the most stable structure: model A 2.329; model B 0.000.

Model A:
Here is the molecule C17H21NO2 from OMol25. Energies are from ωB97M-V with the def2-TZVPD basis set.

Geometry as XYZ:
```
41
C17H21NO2, DFT ωB97M-V with the def2-TZVPD basis set
C -5.9851 -1.5547 -0.5767
O -4.6433 -1.7066 -0.0577
C -3.8318 -0.8217 -0.0089
C -2.6625 -1.2619 0.5154
C -1.7456 -0.2279 0.8264
C -1.9454 0.9983 0.3805
N -0.9756 2.2118 0.2088
C 0.5147 1.8360 0.1388
O 1.1969 3.0747 0.5600
C 1.0464 0.7072 -0.3285
C 2.5332 0.5477 -0.6119
C 2.8541 -0.1278 -1.8192
C 3.9179 -1.1642 -1.7429
C 4.7743 -0.6981 -0.3825
C 4.6984 -0.9911 0.7910
C 3.4893 -1.8367 1.4811
C 2.1709 -1.5998 0.8411
C 2.0665 0.0456 0.7664
C -3.0821 1.4462 -0.5336
C -4.1223 0.5085 -0.6067
H -6.4396 -0.7646 -0.1657
H -6.0207 -1.1737 -1.6235
H -6.5151 -2.5625 -0.4215
H -2.5849 -2.0226 1.1127
H -0.7868 -0.3546 1.5778
H -1.1779 3.0694 0.2679
H 0.4085 0.2680 -0.6754
H 2.9756 1.5396 -0.5957
H 2.1168 -0.4420 -2.4062
H 3.2440 0.6863 -2.5152
H 3.4535 -2.1355 -1.5466
H 4.5656 -1.2583 -2.5526
H 5.7695 -0.0970 -0.8658
H 5.4747 -0.8241 1.5312
H 3.6677 -2.7755 0.8150
H 3.6851 -1.7838 2.3848
H 1.9024 -1.7499 -0.1117
H 1.3493 -1.7313 1.7192
H 2.3903 0.5739 1.5271
H -3.2712 2.6104 -0.8079
H -4.9494 0.7102 -1.0144
```

Properties
Orbital gap = 8.19 eV
Net charge = 0
SMILES string = COc1ccc(NC(=O)[C@H]2[C@@H]3CC/C=C\CC[C@@H]32)cc1
Multiplicity = 1

The net atomic charges from natural (NBO), expressed in e, are: -0.262 -0.457 0.365 -0.310 -0.219 0.071 -0.600 0.693 -0.725 -0.367 -0.187 -0.438 -0.396 -0.181 -0.212 -0.427 -0.394 -0.088 -0.148 -0.310 0.179 0.185 0.216 0.211 0.228 0.382 0.194 0.261 0.213 0.220 0.188 0.217 0.197 0.211 0.230 0.200 0.210 0.221 0.212 0.231 0.186

Model B:
Here is the molecule C17H21NO2 from OMol25. Energies are from ωB97M-V with the def2-TZVPD basis set.

Geometry as XYZ:
```
41
C17H21NO2, DFT ωB97M-V with the def2-TZVPD basis set
C 1.7450 -1.3468 -6.2966
O 1.7917 -2.5021 -5.4981
C 1.3156 -2.4268 -4.2191
C 0.7902 -1.2895 -3.6261
C 0.3358 -1.3221 -2.3143
C 0.3977 -2.4923 -1.5736
O -0.0362 -2.6548 -0.2874
C -0.5003 -1.5407 0.4397
C 0.6528 -0.6651 0.9506
N 0.1999 0.2702 1.9633
C 1.2884 0.7100 2.8130
C -0.5027 1.4120 1.3955
C -1.2322 2.1832 2.4622
C -2.0168 1.5018 3.3852
C -2.6993 2.1913 4.3697
C -2.6114 3.5724 4.4397
C -1.8349 4.2578 3.5224
C -1.1462 3.5656 2.5405
C 0.9271 -3.6372 -2.1754
C 1.3776 -3.6061 -3.4733
H 0.7174 -0.9956 -6.4389
H 2.3490 -0.5378 -5.8717
H 2.1614 -1.6367 -7.2601
H 0.7239 -0.3583 -4.1667
H -0.0668 -0.4129 -1.8955
H -1.0228 -1.9614 1.3027
H -1.2210 -0.9652 -0.1526
H 1.1529 -0.1587 0.1067
H 1.3816 -1.3379 1.4095
H 0.8938 1.3890 3.5669
H 2.0806 1.2309 2.2522
H 1.7234 -0.1527 3.3146
H -1.2398 1.0366 0.6799
H 0.1872 2.0827 0.8505
H -2.0718 0.4256 3.3255
H -3.3034 1.6522 5.0848
H -3.1456 4.1119 5.2079
H -1.7606 5.3344 3.5728
H -0.5367 4.1063 1.8297
H 0.9695 -4.5455 -1.5960
H 1.7860 -4.4880 -3.9402
```

Properties
Orbital gap = 8.66 eV
Net charge = 0
SMILES string = COc1ccc(OCCN(C)Cc2ccccc2)cc1
Multiplicity = 1

The net atomic charges from natural (NBO), expressed in e, are: -0.252 -0.513 0.341 -0.299 -0.295 0.279 -0.495 -0.066 -0.245 -0.441 -0.414 -0.262 0.062 -0.243 -0.193 -0.223 -0.205 -0.246 -0.239 -0.244 0.173 0.173 0.199 0.216 0.214 0.201 0.167 0.171 0.209 0.211 0.164 0.202 0.205 0.169 0.223 0.211 0.212 0.212 0.209 0.225 0.222

In eV, relative to the most stable structure: model A 14.588; model B 0.000.